Molecular formula: C27H27BrF3MnN3O2
Method: DFT, the ωB97M-V functional and the def2-TZVPD basis

Expectation value of S²: 3.782
Orbital gap (spin up / spin down): 0.321 / 0.295 Eh
HOMO energy (spin up / spin down): -13.942 / -13.367 eV
Charge: +2
Spin multiplicity: 4

```
64
C27H27BrF3MnN3O2, DFT the ωB97M-V functional and the def2-TZVPD basis
Mn 0.515 -0.289 -0.211
N 2.347 -0.688 0.765
C 1.723 -1.694 1.611
C 2.176 -3.005 1.555
C 1.546 -3.991 2.294
C 0.461 -3.662 3.097
C 0.028 -2.349 3.164
C 0.649 -1.333 2.432
C 0.204 0.087 2.560
C -0.218 0.561 3.803
C -0.680 1.860 3.947
C -0.692 2.697 2.844
C -0.246 2.176 1.643
C 0.185 0.897 1.403
H 3.139 -1.100 0.277
H 2.687 0.097 1.316
H 3.027 -3.255 0.931
H 1.906 -5.009 2.247
H -0.038 -4.425 3.677
H -0.815 -2.099 3.795
H -0.175 -0.084 4.671
H -1.011 2.225 4.909
H -1.021 3.725 2.938
H -1.057 3.709 0.646
O -5.300 0.967 -2.067
C -4.102 0.645 -1.587
C -3.895 -0.041 -0.388
C -2.605 -0.314 0.000
N -1.530 0.035 -0.725
C -1.759 0.697 -1.857
Br -0.194 1.188 -2.796
C -2.995 1.038 -2.343
H -6.020 0.645 -1.507
H -4.726 -0.353 0.231
H -2.404 -0.829 0.932
H -3.125 1.574 -3.271
C 1.051 4.993 1.414
C 0.934 4.082 0.217
C 0.498 4.789 -1.043
C 2.132 3.188 0.024
O -0.301 3.114 0.500
H 1.901 5.655 1.246
H 1.237 4.436 2.330
H 0.167 5.623 1.537
H 1.231 5.564 -1.266
H -0.467 5.285 -0.916
H 0.442 4.108 -1.889
H 2.890 3.764 -0.506
H 1.882 2.322 -0.589
H 2.549 2.857 0.974
F -0.845 -5.149 -4.819
C 0.426 -5.013 -4.429
F 1.170 -4.759 -5.504
F 0.824 -6.177 -3.908
C 0.540 -3.906 -3.398
C -0.345 -3.879 -2.330
C -0.232 -2.859 -1.412
N 0.696 -1.890 -1.508
C 1.563 -1.951 -2.524
C 1.519 -2.936 -3.494
H -1.108 -4.636 -2.217
H -0.896 -2.811 -0.557
H 2.317 -1.174 -2.565
H 2.236 -2.941 -4.301
```

Want to see where the charge sits? The natural (NBO) charges in e are: 1.127, -0.845, 0.181, -0.252, -0.167, -0.192, -0.171, -0.152, 0.000, -0.186, -0.190, -0.279, 0.284, -0.474, 0.400, 0.403, 0.228, 0.243, 0.242, 0.229, 0.236, 0.246, 0.232, 0.533, -0.609, 0.399, -0.314, 0.083, -0.576, 0.165, 0.140, -0.313, 0.506, 0.249, 0.223, 0.272, -0.677, 0.350, -0.661, -0.657, -0.528, 0.266, 0.243, 0.228, 0.262, 0.226, 0.237, 0.262, 0.213, 0.232, -0.304, 0.968, -0.301, -0.300, -0.048, -0.196, 0.050, -0.553, 0.047, -0.200, 0.260, 0.210, 0.207, 0.265

***

Molecular formula: C27H27Cl2IrN6O2SSi
Method: DFT, the ωB97M-V functional and the def2-TZVPD basis

Expectation value of S²: 6.053
Orbital gap (spin up / spin down): 0.184 / 0.207 Eh
HOMO energy (spin up / spin down): -5.566 / -8.313 eV
Energy above the lowest of the compared OMol25 structures with the same formula, charge and spin: 4.7 kJ/mol
Spin multiplicity: 5

```
67
C27H27Cl2IrN6O2SSi, DFT the ωB97M-V functional and the def2-TZVPD basis
Ir -0.170 0.245 0.767
Cl -3.835 5.837 1.877
C -3.144 4.426 1.159
C -2.220 3.702 1.870
C -1.649 2.549 1.301
N -0.726 1.749 1.892
C -0.088 1.877 3.177
O -0.367 2.792 3.955
C 0.846 0.820 3.405
C 1.582 0.747 4.611
C 2.466 -0.265 4.816
C 2.645 -1.252 3.801
C 1.906 -1.150 2.659
N 1.019 -0.163 2.428
C -2.042 2.143 -0.024
C -2.978 2.893 -0.720
C -3.523 4.023 -0.132
Cl -4.683 4.928 -1.024
N -1.420 0.992 -0.490
C -1.572 0.354 -1.750
O -2.334 0.759 -2.625
C -0.735 -0.813 -1.846
C -0.736 -1.628 -2.997
C 0.091 -2.707 -3.084
C 0.950 -3.007 -1.979
C 0.901 -2.204 -0.876
N 0.105 -1.122 -0.768
H -1.919 4.001 2.862
H 1.410 1.521 5.345
H 3.030 -0.323 5.737
H 3.338 -2.071 3.922
H 2.005 -1.883 1.869
H -3.271 2.591 -1.713
H -1.421 -1.362 -3.791
H 0.085 -3.339 -3.962
H 1.601 -3.870 -1.988
H 1.512 -2.421 -0.008
C 4.278 -1.581 -2.941
C 3.255 -0.497 -2.925
C 2.486 -0.121 -3.987
C 1.544 0.907 -3.794
N 1.369 1.500 -2.624
C 2.101 1.117 -1.577
S 1.893 1.753 -0.019
N 3.051 0.148 -1.754
C 0.659 1.368 -4.902
H 4.444 -1.934 -3.955
H 3.935 -2.419 -2.332
H 5.227 -1.228 -2.532
H 2.595 -0.611 -4.943
H 3.596 -0.084 -0.934
H 0.998 1.010 -5.873
H 0.607 2.455 -4.899
H -0.352 0.998 -4.717
C -3.352 -1.126 0.882
Si -1.726 -1.273 1.799
C -1.985 -0.855 3.604
C -1.100 -3.034 1.684
H -4.069 -1.847 1.285
H -3.231 -1.327 -0.184
H -3.779 -0.127 0.991
H -2.817 -1.454 3.986
H -2.235 0.196 3.763
H -1.102 -1.086 4.202
H -1.769 -3.683 2.256
H -0.100 -3.138 2.110
H -1.077 -3.395 0.654
```

Want to see where the charge sits? The natural (NBO) charges in e are: 0.916, 0.036, -0.083, -0.217, 0.193, -0.437, 0.521, -0.575, 0.005, -0.188, -0.201, -0.322, 0.064, -0.546, 0.156, -0.253, -0.018, 0.049, -0.511, 0.571, -0.604, -0.049, -0.150, -0.247, -0.344, 0.064, -0.565, 0.276, 0.240, 0.215, 0.218, 0.185, 0.278, 0.231, 0.214, 0.216, 0.191, -0.662, 0.324, -0.339, 0.356, -0.485, 0.305, -0.225, -0.533, -0.665, 0.240, 0.249, 0.236, 0.236, 0.437, 0.215, 0.250, 0.267, -1.143, 1.527, -1.149, -1.149, 0.238, 0.244, 0.242, 0.240, 0.245, 0.247, 0.241, 0.236, 0.243

***

Molecular formula: C27H27Cl3GeN7OSSeTa
Method: DFT, the ωB97M-V functional and the def2-TZVPD basis

Expectation value of S²: 0.800
Orbital gap (spin up / spin down): 0.133 / 0.154 Eh
HOMO energy (spin up / spin down): -9.610 / -9.640 eV
Charge: +1
Energy above the lowest of the compared OMol25 structures with the same formula, charge and spin: 189.3 kJ/mol
Spin multiplicity: 2

```
69
C27H27Cl3GeN7OSSeTa, DFT the ωB97M-V functional and the def2-TZVPD basis
Ta -0.952 0.984 -0.858
C -0.766 3.733 2.390
C -0.518 2.504 1.633
N -0.557 2.580 0.275
N -0.756 3.832 -0.379
C -0.304 4.040 -1.612
N -0.032 5.294 -2.051
S 0.038 2.655 -2.591
C -0.333 1.239 2.201
C -0.533 1.015 3.591
C -0.747 -0.290 4.075
C -0.742 -1.367 3.214
C -0.579 -1.160 1.788
N -0.065 0.136 1.410
H -1.724 4.147 2.094
H 0.011 4.491 2.183
H -0.779 3.509 3.446
H -1.038 4.626 0.191
H -0.216 6.151 -1.548
H 0.477 5.399 -2.927
H -0.486 1.851 4.279
H -0.941 -0.428 5.117
H -0.858 -2.372 3.594
H 0.000 -1.930 1.258
C 2.552 1.925 0.961
C 2.332 0.474 0.463
C 3.076 0.430 -0.900
C 0.861 0.116 0.252
C 2.923 -0.575 1.438
C 3.164 -1.889 1.027
C 3.709 -2.816 1.886
C 4.080 -2.443 3.186
C 3.852 -1.156 3.597
C 3.295 -0.208 2.715
H 2.093 2.627 0.276
H 3.620 2.171 0.955
H 2.182 2.118 1.964
H 2.791 1.232 -1.570
H 2.972 -0.540 -1.432
H 4.145 0.550 -0.642
H 0.901 -0.911 -0.156
H 2.955 -2.188 0.006
H 3.814 -3.825 1.547
H 4.535 -3.179 3.838
H 4.071 -0.825 4.609
H 3.203 0.813 3.033
Cl -2.519 0.728 -2.950
Ge -3.897 2.565 -2.752
Cl -3.386 1.842 -0.371
Cl -6.026 1.616 -2.555
Se 0.238 -0.818 -2.816
C -0.817 -2.075 -3.771
C -2.111 -2.450 -3.401
C -2.820 -3.241 -4.273
C -2.283 -3.598 -5.505
C -0.976 -3.266 -5.852
C -0.238 -2.523 -4.965
H -2.460 -2.126 -2.437
H -3.791 -3.604 -3.954
H -2.929 -4.124 -6.209
H -0.605 -3.559 -6.835
H 0.812 -2.317 -5.093
O -1.752 -0.717 -0.365
N -1.950 -1.169 0.947
C -2.880 -2.096 1.008
C -3.882 -2.221 0.059
N -4.720 -2.534 -0.719
C -2.871 -3.037 2.050
N -2.868 -3.814 2.930
```

Want to see where the charge sits? The natural (NBO) charges in e are: 1.538, -0.684, 0.317, -0.556, -0.422, 0.335, -0.764, 0.000, 0.045, -0.164, -0.199, -0.186, 0.081, -0.461, 0.235, 0.237, 0.252, 0.416, 0.417, 0.439, 0.229, 0.244, 0.246, 0.274, -0.621, -0.098, -0.611, -0.362, 0.066, -0.270, -0.182, -0.213, -0.197, -0.255, 0.204, 0.231, 0.200, 0.219, 0.230, 0.225, 0.267, 0.220, 0.220, 0.226, 0.220, 0.211, -0.331, 1.004, -0.425, -0.508, -0.067, -0.174, -0.245, -0.202, -0.212, -0.187, -0.241, 0.206, 0.222, 0.220, 0.225, 0.222, -0.591, 0.059, 0.076, 0.207, -0.108, 0.200, -0.149